(1)
115
Properties=species:S:1:pos:R:3:lowdin_charge:R:1 method="wB97M-V/def2-TZVPD" max_force_ev_per_a=1.79 gap_ev="5.24 / 5.59" homo_ev="-12.67 / -12.66" total_charge=+2 multiplicity=2 s2=0.764 lumo_ha="-0.2732 / -0.2598"
Re 0.252 0.262 0.318 1.726
C 0.249 -2.079 -4.406 0.015
C 0.704 -2.171 -2.994 -0.245
C 1.769 -2.872 -2.464 0.050
C 1.739 -2.655 -1.079 -0.236
N 0.725 -1.822 -0.796 0.047
N 0.084 -1.549 -1.973 0.009
B -1.387 -1.117 -1.923 -0.524
N -1.954 -1.461 -0.530 0.035
N -1.565 -0.826 0.614 -0.035
C -2.429 -1.176 1.594 -0.193
C -3.336 -2.088 1.060 0.056
C -3.014 -2.242 -0.278 -0.224
C -3.697 -3.094 -1.288 0.006
C -2.434 -0.774 3.052 -0.519
C -1.750 -1.925 3.811 -0.026
C -3.883 -0.647 3.547 -0.031
C -1.740 0.562 3.319 -0.039
N -1.546 0.410 -2.057 0.022
N -1.342 1.163 -0.939 -0.017
C -2.114 2.265 -1.039 -0.193
C -2.737 2.239 -2.291 0.046
C -2.373 1.052 -2.896 -0.247
C -2.806 0.526 -4.218 0.014
C -2.570 3.221 0.043 -0.514
C -3.891 2.612 0.561 -0.016
C -1.610 3.383 1.210 -0.046
C -2.850 4.608 -0.553 -0.026
C 2.562 -3.430 -0.078 -0.523
C 2.220 -4.916 -0.292 -0.022
C 2.213 -3.038 1.353 -0.053
C 4.065 -3.224 -0.298 -0.016
H 0.992 -2.524 -5.063 0.097
H 0.091 -1.040 -4.699 0.072
H -0.692 -2.614 -4.545 0.098
H 2.457 -3.497 -3.008 0.133
H -2.009 -1.656 -2.776 0.126
H -4.139 -2.584 1.576 0.127
H -4.453 -3.700 -0.795 0.095
H -2.993 -3.752 -1.796 0.095
H -4.189 -2.480 -2.043 0.093
H -2.323 -2.845 3.695 0.098
H -1.691 -1.696 4.877 0.099
H -0.749 -2.099 3.418 0.054
H -4.394 -1.608 3.555 0.085
H -4.454 0.043 2.924 0.091
H -3.879 -0.267 4.569 0.100
H -0.773 0.620 2.820 0.026
H -1.576 0.693 4.389 0.106
H -2.368 1.384 2.977 0.071
H -3.409 2.976 -2.693 0.130
H -3.128 1.352 -4.848 0.098
H -3.652 -0.154 -4.098 0.098
H -2.009 -0.019 -4.720 0.072
H -3.717 1.630 1.009 0.072
H -4.612 2.498 -0.247 0.094
H -4.326 3.271 1.315 0.101
H -1.200 2.418 1.515 0.029
H -2.140 3.817 2.059 0.109
H -0.795 4.049 0.943 0.081
H -3.721 4.600 -1.207 0.085
H -1.988 4.972 -1.115 0.098
H -3.051 5.311 0.256 0.099
H 1.145 -5.081 -0.198 0.098
H 2.728 -5.523 0.457 0.096
H 2.536 -5.255 -1.278 0.089
H 1.139 -3.109 1.534 0.097
H 2.540 -2.017 1.536 0.046
H 2.733 -3.700 2.047 0.103
H 4.346 -3.406 -1.336 0.094
H 4.624 -3.918 0.331 0.101
H 4.362 -2.211 -0.030 0.059
C 1.721 -1.709 4.329 0.051
C 1.914 -0.728 3.213 -0.491
O 1.015 -0.497 2.379 -0.132
N 3.097 -0.124 3.162 0.127
C 3.347 0.976 2.253 -0.081
C 3.687 0.547 0.851 -0.225
C 5.019 0.506 0.466 0.012
C 5.360 0.165 -0.833 -0.012
C 4.334 -0.124 -1.715 -0.037
C 3.030 -0.066 -1.262 -0.141
N 2.696 0.253 -0.007 0.054
H 0.686 -1.697 4.659 0.073
H 2.372 -1.485 5.171 0.102
H 1.942 -2.713 3.964 0.096
H 3.806 -0.375 3.832 0.166
H 4.155 1.583 2.652 0.146
H 2.447 1.576 2.214 0.079
H 5.788 0.760 1.183 0.129
H 6.395 0.140 -1.144 0.131
H 4.535 -0.389 -2.743 0.127
H 2.223 -0.280 -1.948 0.085
C 0.816 2.544 -5.036 -0.069
N 1.569 2.513 -3.805 -0.279
C 2.933 2.071 -3.932 -0.083
C 0.846 2.124 -2.631 -0.174
C 1.315 2.775 -1.337 -0.194
C 2.009 3.978 -1.432 -0.013
C 2.382 4.694 -0.305 -0.038
C 2.010 4.231 0.947 -0.065
C 1.308 3.043 1.048 -0.195
C 0.989 2.267 -0.069 -0.226
H 1.396 3.053 -5.805 0.093
H -0.119 3.085 -4.892 0.090
H 0.577 1.534 -5.414 0.080
H 3.462 2.710 -4.640 0.098
H 3.004 1.033 -4.308 0.088
H 3.435 2.129 -2.967 0.072
H 0.835 1.025 -2.504 0.091
H -0.189 2.440 -2.780 0.108
H 2.243 4.359 -2.416 0.123
H 2.918 5.628 -0.408 0.118
H 2.236 4.798 1.841 0.119
H 0.953 2.752 2.033 0.101



(2)
62
Properties=species:S:1:pos:R:3:lowdin_charge:R:1 method="wB97M-V/def2-TZVPD" max_force_ev_per_a=1.68 e_above_lowest_kcal_mol=26.62 gap_ev="8.11 / 5.80" homo_ev="-11.63 / -12.29" total_charge=+1 multiplicity=3 s2=2.014 lumo_ha="-0.1294 / -0.2388"
Au -0.637 -1.583 -1.513 0.991
N -1.015 -2.168 1.108 0.193
C -0.514 -0.067 2.020 -0.258
C -0.186 0.419 3.383 -0.207
C -0.169 1.726 3.662 0.022
C -0.303 2.726 2.630 -0.019
C -0.443 2.410 1.335 -0.052
C -0.630 1.019 0.920 -0.351
P -0.470 0.774 -0.911 1.095
C -1.892 1.728 -1.482 -0.343
C -1.743 2.988 -2.070 -0.077
C -2.870 3.719 -2.408 -0.054
C -4.136 3.201 -2.174 -0.046
C -4.288 1.944 -1.605 -0.048
C -3.168 1.200 -1.268 -0.086
C 0.998 1.591 -1.511 -0.370
C 1.095 1.720 -2.899 -0.090
C 2.197 2.348 -3.456 -0.045
C 3.203 2.834 -2.631 -0.043
C 3.116 2.685 -1.252 -0.050
C 2.024 2.050 -0.686 -0.070
H -0.952 -3.160 1.344 0.175
H -1.961 -1.812 1.264 0.151
H 0.324 -0.228 5.120 0.143
H 0.021 2.054 4.678 0.134
H -0.210 3.764 2.923 0.127
H -0.416 3.165 0.561 0.119
H -0.759 3.400 -2.248 0.104
H -2.756 4.701 -2.849 0.116
H -5.012 3.777 -2.447 0.117
H -5.270 1.528 -1.433 0.110
H -3.284 0.213 -0.840 0.082
H 0.307 1.326 -3.533 0.120
H 2.275 2.452 -4.530 0.119
H 4.070 3.314 -3.065 0.118
H 3.908 3.060 -0.617 0.116
H 1.965 1.919 0.388 0.109
O 3.383 -3.176 4.857 0.089
N 3.953 -3.261 3.785 -0.347
O 5.064 -3.708 3.605 0.117
C 3.228 -2.762 2.604 -0.114
C 1.912 -2.388 2.749 0.080
C 1.241 -1.868 1.661 -0.100
C 1.861 -1.711 0.386 -0.259
O 1.250 -1.104 -0.583 -0.259
C 3.195 -2.175 0.295 -0.027
C 3.869 -2.676 1.388 0.104
N 3.940 -2.115 -0.985 -0.334
O 3.324 -1.884 -2.002 0.107
O 5.136 -2.319 -0.918 0.098
N -0.141 -1.463 1.810 0.024
O 0.081 -0.581 4.254 0.093
O -1.753 0.295 1.483 0.056
H 1.428 -2.484 3.709 0.128
H 4.899 -2.986 1.284 0.144
O -2.266 -2.208 -2.548 -0.377
N -2.664 -3.457 -2.278 -0.033
C -3.896 -3.614 -1.950 -0.308
C -4.364 -4.952 -1.701 -0.163
N -4.769 -6.006 -1.483 0.187
C -4.823 -2.519 -1.760 -0.150
N -5.506 -1.615 -1.570 0.193



(3)
16
Properties=species:S:1:pos:R:3:lowdin_charge:R:1 method="wB97M-V/def2-TZVPD" max_force_ev_per_a=6.15 gap_ev=9.13 homo_ev=-18.00 total_charge=+2 multiplicity=1 lumo_ha=-0.3260
O 1.876 -2.497 -0.578 0.301
C 1.813 -1.334 -0.535 -0.475
O 2.342 -0.513 0.466 0.075
C 1.230 0.196 0.888 -0.275
C 0.617 0.554 -0.538 -0.789
Br 1.347 2.227 -1.137 1.004
C -0.910 0.558 -0.824 -0.115
O -1.594 -0.473 -0.019 -0.519
O -2.969 -0.137 0.070 -0.010
O 1.125 -0.470 -1.348 0.060
H 1.498 0.996 1.546 0.139
H 0.615 -0.630 1.347 -0.011
H -1.363 1.501 -0.574 0.122
H -1.076 0.378 -1.865 0.160
H -3.248 -0.214 1.002 0.025
Ba -1.303 -0.144 2.099 2.307



(4)
9
Properties=species:S:1:pos:R:3:lowdin_charge:R:1 method="wB97M-V/def2-TZVPD" max_force_ev_per_a=2.21 e_above_lowest_kcal_mol=19.63 gap_ev=6.91 homo_ev=-7.95 multiplicity=1 lumo_ha=-0.0379
O 1.718 -1.739 0.017 -0.449
P -1.168 -1.261 -0.080 0.161
P -2.462 0.393 -0.160 0.326
P 2.174 1.172 -0.171 0.431
P 0.804 -0.438 0.062 0.128
H -1.889 0.857 1.001 -0.198
H -1.857 1.292 -1.002 -0.190
H 1.174 -2.571 0.037 0.051
H 1.506 2.295 0.297 -0.261